(1)
60
Properties=species:S:1:pos:R:3:forces:R:3 method="wB97M-V/def2-TZVPD" lumo_ev=-4.64 e_homo_ev=-10.13 gap_ha=0.2016 total_charge=+1
C -4.8045 0.1230 2.0254 -0.434 0.406 0.051
N -3.4713 -0.4742 2.0604 1.250 0.800 0.043
C -3.3887 -1.9291 2.1552 -0.040 -0.521 0.184
C -2.3935 0.2928 2.0174 -0.658 -0.349 -0.402
C -1.0715 -0.2029 2.0642 0.914 0.141 0.214
C 0.0386 0.5415 1.6977 -1.246 -0.750 -0.299
C 1.3605 -0.0277 1.5664 1.191 -0.467 0.100
C 2.3354 0.5707 0.7221 -0.534 -0.043 0.278
C 3.6034 0.0160 0.5765 -0.104 -0.248 0.044
C 3.9408 -1.1599 1.2620 -0.427 0.252 0.069
C 2.9927 -1.7862 2.0830 -0.249 0.266 -0.141
C 1.7242 -1.2278 2.2354 -0.036 0.127 -0.322
H -5.5367 -0.6901 2.0250 0.113 0.427 0.002
H -4.9571 0.7613 2.9082 -0.007 -0.277 -0.260
H -4.9343 0.7322 1.1210 0.050 -0.215 0.215
H -4.4130 -2.3072 2.1109 0.369 -0.081 0.058
H -2.8196 -2.3654 1.3235 -0.092 0.287 0.170
H -2.9325 -2.2460 3.1045 -0.155 0.156 -0.245
H -2.5622 1.3634 1.8523 -0.039 -0.339 0.146
H -0.9370 -1.2357 2.3924 -0.035 0.322 -0.301
H -0.1158 1.5673 1.3503 0.090 -0.200 0.150
H 2.0426 1.4473 0.1382 0.228 -0.153 0.258
H 4.3253 0.4771 -0.0992 -0.229 -0.100 0.248
H 4.9332 -1.5931 1.1538 -0.219 0.104 -0.016
H 3.2323 -2.7243 2.5841 -0.030 0.319 -0.086
H 0.9846 -1.7427 2.8522 0.353 0.192 -0.044
C 2.1760 6.2679 3.5654 0.022 0.024 -0.099
N 1.7131 5.1214 4.3289 -0.083 0.692 -0.297
C 2.5495 4.6587 5.4071 0.207 -0.144 0.205
C 0.5068 4.5264 4.1341 -0.014 -1.244 0.244
N 0.2771 3.4225 4.7838 -0.170 0.706 -0.355
C -1.0540 2.8737 4.8531 -0.368 0.169 0.332
C -1.1944 1.8355 5.9700 0.183 0.339 -0.153
C -1.7925 2.1624 7.1926 -0.036 -0.256 -0.125
C -1.9905 1.1764 8.1662 0.256 -0.087 -0.333
C -1.5694 -0.1363 7.9254 -0.007 0.069 -0.177
C -0.9333 -0.4554 6.7188 -0.044 0.486 0.078
C -0.7218 0.5418 5.7615 -0.259 -0.265 0.177
N -0.3021 5.1554 3.1372 -0.243 -0.267 -0.196
C -1.5951 5.7352 3.4999 0.293 -0.083 0.012
C -0.2461 4.5231 1.8161 0.079 0.152 0.509
H 1.3957 6.5584 2.8539 0.371 0.009 0.244
H 2.4053 7.1168 4.2266 -0.110 -0.215 -0.092
H 3.0984 6.0175 3.0200 -0.182 0.040 0.093
H 2.0112 3.8269 5.8654 0.455 0.186 0.103
H 3.5247 4.3285 5.0322 -0.096 -0.042 0.034
H 2.7218 5.4605 6.1369 -0.053 -0.066 -0.125
H -1.7594 3.6850 5.0816 -0.178 -0.313 -0.177
H -1.3748 2.3879 3.9095 0.065 0.180 0.099
H -2.1099 3.1933 7.3771 0.038 -0.368 -0.069
H -2.4739 1.4310 9.1061 0.109 -0.050 -0.147
H -1.7327 -0.9108 8.6778 0.042 0.255 -0.239
H -0.6008 -1.4683 6.5157 0.014 0.066 0.144
H -0.1911 0.3193 4.8322 -0.168 -0.001 0.227
H -1.5940 6.0224 4.5640 -0.025 -0.170 -0.423
H -1.7538 6.6486 2.9088 -0.050 -0.211 0.112
H -2.4313 5.0374 3.2999 0.167 0.242 0.164
H 0.7297 4.0258 1.6949 -0.343 0.161 0.037
H -1.0571 3.7766 1.6825 0.193 0.159 -0.046
H -0.3349 5.2884 1.0322 -0.088 -0.207 0.127

=====

(2)
19
Properties=species:S:1:pos:R:3:forces:R:3 method="wB97M-V/def2-TZVPD" lumo_ev=0.92 e_homo_ev=-9.55 gap_ha=0.3847 smiles=NC[C@@H](N)CCO total_charge=0
N -2.7600 0.3892 0.1836 1.825 0.651 0.167
C -1.5809 -0.3454 -0.3183 -1.469 -4.312 2.552
C -0.2455 0.1339 0.2031 -0.850 1.563 1.787
N 0.0659 -0.4177 1.5592 -0.824 1.075 0.674
C 0.8090 -0.0629 -0.8239 -0.035 1.208 0.095
C 2.1724 0.3829 -0.3628 0.641 1.348 -0.064
O 2.9162 -0.7201 0.1448 0.757 1.306 -0.577
H -3.6695 -0.0303 0.1896 0.021 -0.785 -0.271
H -2.7209 1.0458 -0.5501 -1.290 1.862 -0.356
H -1.5926 -0.4088 -1.3752 0.187 0.192 -1.297
H -1.7531 -1.4891 0.0144 0.856 2.296 -0.603
H -0.2569 1.2176 0.4021 -0.625 0.145 -0.616
H -0.5729 0.1235 2.2282 0.789 -1.320 -1.232
H 0.9612 0.0020 1.8184 0.085 -0.396 -0.026
H 0.7470 -1.0905 -1.0451 0.508 -1.495 -0.998
H 0.5210 0.5526 -1.6784 -0.093 -0.392 -0.201
H 2.0410 1.0843 0.4829 0.067 0.089 -0.381
H 2.6772 0.9987 -1.1808 -0.101 -1.247 0.977
H 2.2411 -1.3657 0.1083 -0.449 -1.786 0.370

=====

(3)
15
Properties=species:S:1:pos:R:3:forces:R:3 method="wB97M-V/def2-TZVPD" lumo_ev="4.79 / 4.67" e_homo_ev="-0.35 / -0.35" gap_ha="0.1890 / 0.1847" spin_multiplicity=2 total_charge=-2
Sc -0.0165 -0.0382 0.2553 -0.684 0.127 0.679
S 0.0933 -3.9410 3.1419 0.005 0.062 -0.029
Sb -1.2372 -2.1461 2.5077 -0.288 -0.511 0.343
S 0.1063 -0.1214 2.7065 0.218 0.296 -0.114
S -1.2775 -2.1557 0.0411 0.122 0.096 -0.294
N -0.0801 0.1179 -2.1015 0.222 -0.028 -0.368
C -0.7401 1.3618 -2.5109 0.103 -0.041 0.197
C -1.7495 1.7740 -1.4213 0.060 -0.009 -0.153
O -2.8380 2.2102 -1.7800 0.022 0.196 0.193
O -1.2932 1.6333 -0.2316 -0.054 -0.230 -0.166
H 0.8352 0.0030 -2.5182 -0.019 -0.034 0.030
H -0.6333 -0.7100 -2.3037 -0.040 0.067 0.026
H -1.2252 1.3218 -3.4871 -0.046 -0.091 0.009
H 0.0174 2.1496 -2.5289 0.009 -0.019 -0.059
O 1.9113 0.1257 0.0572 0.371 0.119 -0.297

=====

(4)
9
Properties=species:S:1:pos:R:3:forces:R:3 method="wB97M-V/def2-TZVPD" lumo_ev=-1.32 e_homo_ev=-9.93 gap_ha=0.3164 smiles="O=S(Cl)#[PH]CCl" total_charge=0
O 0.0497 2.8955 -0.3617 -0.370 0.731 0.145
S 0.3658 1.5222 -0.6526 2.165 -0.418 1.390
Cl 2.4961 1.0391 0.4258 -1.631 0.221 -0.804
P -0.6980 0.3200 0.8932 -0.099 0.286 -1.491
C -0.2464 -1.3379 0.1763 0.958 -0.902 2.293
Cl 0.3083 -1.1721 -1.5139 -0.419 -1.169 0.190
H -1.6959 0.4342 -0.1508 -0.220 0.095 0.744
H -1.2275 -1.9153 0.3426 1.754 0.329 -0.744
H 0.6479 -1.7858 0.8411 -2.137 0.827 -1.724